[1]
Density functional theory data (wB97M-V/def2-TZVPD) for a structure of composition C21H30CuNO2P2.

Each line ends with the Löwdin charge.
Atoms and positions in Å:
Cu1 -0.0353 -1.5981 -1.5968  0.13
C1 -1.1760 -4.9858 -0.3798  -0.26
P1 -1.2612 -3.5434 -1.5018  0.83
C2 -1.6420 -4.3633 -3.0967  -0.26
C3 -2.9016 -2.8358 -1.0186  -0.41
C4 -3.2272 -1.5634 -1.8022  -0.41
P2 -1.8910 -0.2746 -1.7016  0.83
C5 -2.3442 0.6085 -0.1662  -0.24
C6 -2.5243 0.8455 -3.0110  -0.26
H1 -2.0498 -5.6289 -0.4890  0.05
H2 -1.0972 -4.6380 0.6501  0.04
H3 -0.2746 -5.5509 -0.6172  0.05
H4 -2.5557 -4.9560 -3.0384  0.05
H5 -0.8017 -5.0131 -3.3427  0.05
H6 -1.7324 -3.6185 -3.8869  0.04
H7 -2.8405 -2.6128 0.0510  0.08
H8 -3.6858 -3.5842 -1.1619  0.08
H9 -4.1656 -1.1268 -1.4508  0.08
H10 -3.3465 -1.8044 -2.8627  0.08
H11 -3.4212 0.7666 -0.0989  0.05
H12 -1.8258 1.5679 -0.1454  0.04
H13 -2.0014 0.0303 0.6935  0.04
H14 -3.5862 1.0497 -2.8720  0.05
H15 -2.3686 0.3697 -3.9796  0.04
H16 -1.9748 1.7861 -3.0032  0.04
C7 3.0176 5.1783 2.1585  -0.05
C8 2.2816 4.3845 1.1108  -0.23
C9 1.7026 5.0577 0.0413  -0.06
C10 1.0949 4.3607 -0.9906  -0.09
C11 1.0209 2.9839 -0.9266  -0.04
C12 1.5526 2.2870 0.1612  -0.20
N1 1.4594 0.8869 0.1174  0.10
C13 1.1487 0.0098 1.1402  -0.23
C14 0.4611 0.4410 2.2814  -0.06
C15 0.1496 -0.4454 3.2969  -0.09
C16 0.4939 -1.7855 3.1940  -0.10
C17 1.1665 -2.2255 2.0653  -0.04
C18 1.4872 -1.3577 1.0291  -0.09
C19 2.2540 -1.9174 -0.1556  -0.62
O1 3.1596 -2.7064 0.0412  0.06
O2 1.8353 -1.5336 -1.3302  -0.18
C20 2.2241 2.9862 1.1783  -0.16
C21 2.9406 2.2446 2.2731  -0.03
H17 2.9145 6.2455 1.9704  0.07
H18 4.0821 4.9358 2.1474  0.08
H19 2.6392 4.9679 3.1602  0.09
H20 1.7499 6.1392 0.0046  0.10
H21 0.6775 4.8888 -1.8388  0.10
H22 0.5623 2.4092 -1.7219  0.10
H23 1.7565 0.4317 -0.7380  0.12
H24 0.1751 1.4836 2.3555  0.12
H25 -0.3655 -0.0845 4.1789  0.10
H26 0.2488 -2.4778 3.9889  0.09
H27 1.4578 -3.2633 1.9648  0.12
H28 2.2996 2.0772 3.1415  0.08
H29 3.8131 2.8040 2.6058  0.07
H30 3.2697 1.2674 1.9239  0.09

Force components x, y, z for each atom (eV/Å):
Cu -0.411 0.089 -0.081
C 0.242 0.177 -0.080
P -0.484 -0.045 0.103
C 0.134 0.140 0.114
C 0.102 -0.023 -0.083
C 0.153 0.027 0.079
P -0.450 -0.240 -0.090
C 0.206 -0.108 -0.046
C 0.312 -0.039 0.084
H -0.024 0.012 -0.004
H 0.001 -0.015 0.010
H -0.016 -0.048 0.057
H -0.004 -0.014 0.007
H -0.028 -0.014 -0.070
H -0.030 -0.032 -0.029
H -0.013 -0.041 0.011
H -0.012 -0.004 0.070
H -0.036 -0.002 -0.089
H -0.036 0.032 -0.005
H -0.007 0.037 -0.046
H 0.023 0.012 0.044
H -0.009 0.036 0.021
H -0.014 -0.011 0.030
H -0.037 0.035 -0.013
H 0.012 0.018 0.007
C -0.070 -0.078 -0.007
C -0.057 0.102 -0.044
C 0.005 0.018 -0.022
C -0.009 -0.030 -0.012
C -0.022 -0.073 0.059
C -0.040 0.241 0.000
N 0.325 -0.293 -0.145
C -0.201 -0.116 0.056
C -0.005 0.032 -0.102
C -0.033 0.006 0.000
C -0.053 -0.099 0.097
C -0.122 0.076 -0.061
C 0.130 0.188 0.042
C -0.108 -0.254 -0.211
O -0.005 0.076 0.023
O 0.587 0.300 0.263
C -0.019 -0.195 -0.047
C 0.029 0.097 -0.041
H -0.002 0.008 0.010
H 0.009 0.034 0.055
H 0.045 0.000 0.021
H 0.030 0.002 0.011
H 0.006 0.003 0.016
H -0.079 0.002 -0.033
H -0.073 0.004 -0.013
H 0.007 -0.011 0.020
H -0.027 0.007 -0.018
H 0.012 0.009 0.008
H 0.089 0.010 0.008
H 0.048 0.010 0.030
H 0.015 -0.039 0.006
H 0.016 -0.012 0.027

For the HOMO energy, the calculation gives -7.30 eV. The molecular weight comes out at 454.0 g/mol. For the gap between HOMO and LUMO, the calculation gives 7.70 eV. As for the net charge: 0.

[2]
Density functional theory data (wB97M-V/def2-TZVPD) for a cluster of 5 separate species, C21H30F12NO11 in total at a distorted geometry.

Each line ends with the Löwdin charge.
Atoms and positions in Å:
C1 2.1444 -2.6381 0.6432  -0.12
C2 1.7444 -2.6187 -0.9408  -0.19
C3 0.9582 -3.9497 -1.3739  -0.21
O1 -0.4528 -3.7693 -1.5954  -0.13
C4 -1.1251 -3.2557 -0.4318  -0.32
N1 -2.4569 -3.9329 -0.2248  0.04
C5 -1.4739 -1.6739 -0.5876  -0.52
O2 -1.8718 -1.0985 0.4979  -0.11
O3 -1.3479 -0.9703 -1.7576  -0.18
H1 1.4664 -3.3659 1.2237  0.02
H2 1.9766 -1.5723 1.0536  0.09
H3 3.2343 -2.9871 0.7859  0.08
H4 2.7580 -2.5466 -1.4943  0.10
H5 1.1899 -1.6498 -1.1918  0.10
H6 1.2152 -4.8110 -0.6517  0.12
H7 1.4029 -4.2733 -2.3914  0.12
H8 -0.5565 -3.3734 0.5474  0.13
H9 -2.7531 -3.5858 0.7056  0.07
H10 -3.1382 -3.5842 -0.9208  0.08
C6 -0.4291 1.9035 -1.5652  -0.06
C7 0.6964 1.5195 -2.5014  -0.19
O4 1.4878 2.6737 -2.8540  0.00
C8 2.4149 3.0520 -1.9550  -0.38
O5 2.6101 2.4982 -0.9042  0.17
C9 3.2041 4.2489 -2.4774  -0.50
F1 2.4085 5.2004 -3.0161  0.12
F2 4.0791 3.8933 -3.4436  0.15
F3 3.9253 4.8586 -1.5180  0.15
H11 -1.0330 2.7066 -1.9983  0.07
H12 -1.0726 1.0421 -1.3652  0.05
H13 -0.0418 2.2749 -0.6124  0.07
H14 0.2802 1.1289 -3.4323  0.13
H15 1.3257 0.7337 -2.0758  0.12
C10 0.2724 5.2041 -4.7702  -0.06
C11 -0.5300 6.0318 -5.7550  -0.20
O6 -1.1358 5.1936 -6.7527  0.02
C12 -2.2812 4.5795 -6.3915  -0.37
O7 -2.7992 4.6926 -5.3118  0.17
C13 -2.8387 3.7642 -7.5549  -0.51
F4 -1.8892 3.0330 -8.1749  0.15
F5 -3.3918 4.5544 -8.5014  0.15
F6 -3.7941 2.8995 -7.1725  0.16
H16 1.0043 4.5857 -5.2950  0.09
H17 0.7936 5.8474 -4.0645  0.07
H18 -0.3727 4.5255 -4.2075  0.08
H19 0.1354 6.7177 -6.2843  0.12
H20 -1.2851 6.6412 -5.2504  0.13
C14 -3.7608 0.4032 4.9624  -0.07
C15 -3.3210 0.6734 3.5363  -0.20
O8 -2.8021 2.0073 3.4093  0.02
C16 -1.5246 2.1828 3.8005  -0.37
O9 -0.8235 1.3094 4.2409  0.16
C17 -1.0895 3.6268 3.5667  -0.51
F7 -2.0150 4.5195 3.9822  0.14
F8 -0.8741 3.8809 2.2600  0.16
F9 0.0518 3.9369 4.2102  0.15
H21 -4.4730 1.1628 5.2952  0.08
H22 -4.2282 -0.5804 5.0414  0.08
H23 -2.9124 0.4388 5.6502  0.07
H24 -4.1821 0.6067 2.8686  0.13
H25 -2.5896 -0.0624 3.1913  0.12
C18 3.4920 -6.4281 5.9288  -0.07
C19 3.0638 -4.9765 5.8366  -0.21
O10 2.4630 -4.7036 4.5628  0.02
C20 1.1673 -5.0580 4.4335  -0.36
O11 0.5176 -5.5776 5.3037  0.16
C21 0.6431 -4.6692 3.0542  -0.50
F10 1.5056 -5.0075 2.0598  0.11
F11 0.4354 -3.3421 2.9563  0.15
F12 -0.5275 -5.2576 2.7552  0.17
H26 4.1466 -6.6886 5.0937  0.08
H27 4.0206 -6.6154 6.8658  0.08
H28 2.6299 -7.0973 5.8789  0.08
H29 3.9407 -4.3301 5.9143  0.13
H30 2.3881 -4.7016 6.6511  0.13

Force components x, y, z for each atom (eV/Å):
C -0.705 0.250 -0.407
C 1.083 0.032 0.846
C 1.193 0.300 -1.144
O 0.689 -0.231 1.689
C -1.198 1.461 -0.265
N 0.835 0.332 0.122
C 0.240 4.026 -1.376
O 0.802 -1.965 -2.038
O -0.263 -3.749 4.119
H 1.550 2.066 -1.714
H 0.529 -1.737 -0.416
H -1.648 0.659 -0.147
H -1.684 -0.285 0.568
H 0.387 -1.659 0.266
H -0.659 1.254 -0.740
H -0.971 0.445 1.464
H -0.496 0.032 -1.441
H 0.019 -0.186 -0.931
H 0.656 -0.086 0.575
C 0.016 0.429 0.303
C -0.954 -0.824 0.348
O 1.390 0.969 0.200
C -1.508 -1.797 0.140
O 0.479 0.885 -0.583
C 0.902 1.365 -0.326
F 0.376 -0.557 0.487
F -0.375 -0.235 0.280
F -0.431 -0.544 -0.140
H 0.023 -0.052 -0.124
H 0.157 -0.112 -0.132
H 0.057 -0.087 -0.044
H 0.216 0.248 -0.021
H 0.054 0.270 0.013
C -0.369 -0.196 -0.129
C 0.483 0.294 0.597
O -0.963 -0.519 -0.421
C 0.952 1.197 1.271
O -0.087 -0.405 -0.992
C -0.654 -1.321 -1.259
F -0.074 0.431 0.432
F 0.255 0.151 0.484
F 0.473 0.620 0.253
H 0.033 0.157 0.032
H -0.247 0.030 -0.236
H 0.039 0.135 0.017
H -0.184 -0.217 -0.253
H -0.092 -0.256 -0.104
C 0.170 0.253 0.266
C -0.298 -0.859 0.064
O 0.963 0.787 0.091
C -0.949 -1.897 -0.053
O -0.035 1.086 -0.146
C 0.594 1.670 -0.358
F 0.069 -0.525 0.019
F -0.184 -0.458 0.402
F -0.464 -0.551 -0.083
H -0.067 -0.093 -0.087
H 0.035 0.068 -0.076
H -0.022 -0.109 -0.100
H 0.224 0.307 -0.057
H 0.044 0.259 -0.024
C -0.186 -0.246 -0.177
C 0.367 -0.180 0.541
O -0.863 0.074 -0.481
C 0.875 -0.243 1.537
O 0.064 0.342 -0.917
C -0.889 0.336 -1.928
F -0.270 -0.744 1.313
F 0.091 -0.536 0.881
F 0.629 -0.003 0.648
H 0.055 0.109 0.104
H -0.024 0.064 -0.059
H 0.034 0.106 0.106
H -0.184 0.057 -0.309
H -0.107 -0.089 -0.239

For the HOMO energy, the calculation gives -4.74 eV. The molecular weight comes out at 700.4 g/mol. For the gap between HOMO and LUMO, the calculation gives 6.99 eV. As for the net charge: -1.